C32H27N10O3STeW as an isolated structure in a non-equilibrium geometry, computed with ωB97M-V with the def2-TZVPD basis set.

As for the LUMO energy (spin up / spin down): -0.90 / -1.23 eV. The value obtained for the HOMO-LUMO gap (spin up / spin down) is 4.8 / 4.5 eV. As for the spin multiplicity: 2. Its expectation value of S² is 0.7592.

XYZ file:
```
75
Properties=species:S:1:pos:R:3:mulliken_spin:R:1
W 0.921 0.922 -0.351 -0.04
O 1.332 -3.728 2.593 0.00
C 0.118 -3.255 2.912 -0.05
C -0.732 -4.092 3.633 0.00
C -1.993 -3.663 3.992 0.00
C -2.442 -2.393 3.639 0.00
C -1.612 -1.565 2.910 0.00
C -0.330 -1.974 2.539 0.01
C 0.490 -1.111 1.686 0.05
O -0.069 -0.052 1.130 -0.05
N 1.707 -1.397 1.385 0.04
N 2.166 -0.481 0.451 0.01
C 3.146 -0.958 -0.359 0.00
C 3.571 -0.024 -1.261 0.01
C 4.575 -0.273 -2.242 0.00
C 5.059 0.761 -2.963 0.01
C 4.540 2.060 -2.699 0.00
C 3.503 2.223 -1.843 0.00
N 2.921 1.201 -1.125 0.00
H 1.817 -3.035 2.091 0.00
H -0.375 -5.080 3.891 0.00
H -2.641 -4.330 4.548 0.00
H -3.433 -2.062 3.921 0.00
H -1.946 -0.583 2.602 0.00
H 3.531 -1.962 -0.280 -0.01
H 4.931 -1.287 -2.359 0.00
H 5.825 0.615 -3.712 0.00
H 4.929 2.929 -3.210 0.00
H 3.079 3.200 -1.689 0.00
N -2.229 0.488 -1.596 0.00
C -2.287 1.383 -0.623 0.00
N -3.477 1.884 -0.284 0.00
C -3.471 2.789 0.681 0.00
N -4.650 3.311 1.062 0.00
N -2.380 3.230 1.342 0.00
C -1.252 2.685 0.950 0.00
N -1.127 1.779 -0.023 0.01
C -0.016 3.131 1.649 0.00
C -0.048 4.197 2.534 0.00
C 1.143 4.589 3.120 0.00
C 2.314 3.917 2.811 0.00
C 2.261 2.864 1.917 0.00
N 1.114 2.483 1.356 0.00
H -3.098 0.172 -1.989 0.00
H -1.340 0.043 -1.838 0.00
H -5.475 3.085 0.538 0.00
H -4.653 4.075 1.711 0.00
H -0.983 4.694 2.737 0.00
H 1.157 5.420 3.813 0.00
H 3.260 4.202 3.248 0.00
H 3.137 2.297 1.627 0.00
O 0.462 -0.135 -1.679 0.01
N 1.225 1.939 -3.811 0.00
C 1.064 1.740 -5.118 0.00
C 0.208 2.484 -5.910 0.00
C -0.532 3.489 -5.301 0.00
C -0.390 3.698 -3.944 0.00
C 0.507 2.894 -3.231 0.00
S 0.706 3.203 -1.504 0.00
H 1.659 0.941 -5.549 0.00
H 0.125 2.280 -6.969 0.00
H -1.220 4.095 -5.877 0.00
H -0.961 4.458 -3.428 0.00
Te -0.193 -3.081 -1.193 1.00
C -1.265 -4.495 -0.068 -0.01
C -2.526 -4.174 0.439 0.00
C -3.244 -5.096 1.184 -0.03
C -2.713 -6.355 1.430 0.06
C -1.456 -6.684 0.939 -0.03
C -0.734 -5.758 0.202 0.00
H -2.939 -3.189 0.254 -0.01
H -4.218 -4.831 1.576 0.00
H -3.275 -7.077 2.009 0.00
H -1.035 -7.661 1.138 0.00
H 0.256 -6.007 -0.159 0.00
```

---

A 3-piece molecular cluster, C32H28BFN6O5P overall in a non-equilibrium geometry, computed with ωB97M-V with the def2-TZVPD basis set.

As for the LUMO energy: -3.08 eV. The value obtained for the HOMO-LUMO gap is 7.9 eV. Its charge is +1.

XYZ file:
```
74
Properties=species:S:1:pos:R:3:mulliken_charge:R:1
N 2.477 -7.126 -0.584 -0.74
P 1.170 -6.763 -1.346 0.46
N -0.152 -7.604 -0.640 -0.28
C -1.474 -7.328 -0.551 0.51
N -2.289 -8.141 0.091 -0.60
C -3.475 -7.559 0.024 -0.15
N -3.426 -6.419 -0.640 -0.02
B -4.687 -5.565 -0.809 0.44
N -5.614 -5.788 -1.929 -0.56
O -4.917 -4.624 0.083 -0.42
N -2.133 -6.251 -1.039 0.30
C -1.729 -5.094 -1.810 -1.14
C -1.285 -3.960 -0.878 -0.13
F -2.388 -3.274 -0.462 -0.30
H 2.886 -6.282 -0.203 0.25
H 1.290 -7.252 -2.656 0.11
H 0.972 -5.375 -1.324 0.01
H 0.118 -8.472 -0.197 0.32
H -4.397 -7.904 0.450 0.45
H -5.829 -6.783 -1.991 0.28
H -5.100 -5.610 -2.792 0.27
H -5.602 -4.027 -0.241 0.36
H -2.555 -4.702 -2.392 0.31
H -0.969 -5.330 -2.536 0.52
H -0.528 -3.321 -1.318 0.44
H -0.848 -4.430 0.001 0.32
C 0.819 2.011 1.608 -0.41
C 0.029 0.926 1.244 -0.87
C 0.565 -0.349 1.235 -0.54
C 1.897 -0.548 1.577 0.17
C 2.695 0.546 1.921 0.50
C 2.149 1.822 1.945 -0.94
C 4.138 0.366 2.251 0.52
O 4.829 1.313 2.554 -0.65
C 4.706 -1.010 2.190 0.26
C 6.058 -1.196 2.442 -0.62
C 6.600 -2.470 2.403 -0.46
C 5.792 -3.565 2.119 -0.57
C 4.444 -3.385 1.862 -0.50
C 3.897 -2.108 1.887 0.15
C 2.454 -1.927 1.577 0.55
O 1.745 -2.886 1.324 -0.74
H 0.393 3.006 1.624 0.74
H -1.006 1.081 0.972 0.46
H -0.050 -1.196 0.960 0.63
H 2.768 2.663 2.224 0.50
H 6.683 -0.343 2.666 0.48
H 7.655 -2.612 2.596 0.41
H 6.216 -4.560 2.097 0.42
H 3.814 -4.234 1.640 0.49
C 2.045 5.445 -1.318 -0.57
C 2.310 6.649 -1.963 -0.44
C 1.353 7.649 -1.990 -0.69
C 0.122 7.447 -1.380 0.48
C -0.151 6.231 -0.752 0.12
C 0.817 5.238 -0.716 -0.48
C -1.477 5.969 -0.127 0.52
O -1.705 4.909 0.424 -0.69
C -2.512 7.035 -0.202 0.12
C -3.774 6.796 0.327 -0.49
C -4.743 7.782 0.276 -0.50
C -4.454 9.016 -0.298 -0.47
C -3.200 9.259 -0.831 -0.57
C -2.228 8.269 -0.793 0.13
C -0.893 8.539 -1.400 0.57
O -0.640 9.613 -1.899 -0.65
H 2.798 4.667 -1.291 0.44
H 3.267 6.807 -2.443 0.40
H 1.557 8.588 -2.484 0.49
H 0.605 4.303 -0.220 0.54
H -3.994 5.837 0.775 0.46
H -5.726 7.593 0.685 0.40
H -5.211 9.788 -0.330 0.41
H -2.972 10.215 -1.280 0.48
```

---

C32H28ClCoN4O3S2 as an isolated structure, computed with ωB97M-V with the def2-TZVPD basis set.

As for the LUMO energy (spin up / spin down): 2.05 / 2.05 eV. The value obtained for the HOMO-LUMO gap (spin up / spin down) is 5.5 / 5.6 eV. Its charge is -1. As for the spin multiplicity: 2. Its expectation value of S² is 0.7796.

XYZ file:
```
71
Properties=species:S:1:pos:R:3:mulliken_spin:R:1
Co 0.665 0.348 -0.702 1.08
Cl 2.849 -2.374 5.532 0.00
C 1.758 -1.858 4.273 0.00
C 0.706 -1.011 4.581 0.00
C -0.166 -0.628 3.577 0.00
C 0.025 -1.074 2.280 0.01
O -0.881 -0.790 1.276 0.00
C 1.117 -1.876 1.947 -0.01
C 1.471 -2.308 0.588 0.00
N 1.355 -1.579 -0.457 -0.01
C 1.751 -2.060 -1.741 -0.01
C 2.069 -3.368 -2.088 0.00
C 2.365 -3.695 -3.404 0.00
C 2.312 -2.711 -4.397 0.00
C 1.997 -1.402 -4.093 0.00
C 1.812 -0.320 -5.058 0.00
C 1.470 0.918 -4.687 0.00
C 1.327 1.315 -3.243 -0.03
N 1.470 0.181 -2.353 0.00
C 1.746 -1.055 -2.745 0.00
C 1.961 -2.287 2.978 0.00
H 0.565 -0.661 5.594 0.00
H -0.998 0.029 3.788 0.00
H 1.948 -3.287 0.523 0.00
H 2.057 -4.153 -1.341 0.00
H 2.599 -4.718 -3.667 0.00
H 2.497 -2.982 -5.432 0.00
H 1.925 -0.553 -6.112 0.00
H 1.304 1.689 -5.430 0.00
H 2.092 2.067 -2.989 0.00
H 2.805 -2.925 2.749 0.00
O -0.455 5.331 0.260 0.00
C -0.147 4.891 1.490 0.00
C -0.314 5.759 2.569 0.00
C -0.010 5.354 3.858 0.00
C 0.473 4.071 4.095 0.00
C 0.635 3.202 3.028 0.00
C 0.327 3.583 1.724 0.00
C 0.419 2.591 0.636 -0.01
O 0.776 1.366 0.926 0.01
N 0.055 2.961 -0.560 0.00
N -0.147 1.856 -1.363 -0.07
C -0.016 1.971 -2.810 0.03
S -0.159 3.674 -3.466 0.00
C -1.949 3.636 -3.802 0.00
C -2.520 2.375 -3.177 0.00
S -1.394 1.024 -3.572 0.00
H -0.317 4.548 -0.362 0.00
H -0.690 6.755 2.367 0.00
H -0.149 6.044 4.682 0.00
H 0.716 3.753 5.101 0.00
H 0.990 2.189 3.177 0.00
H -2.111 3.633 -4.880 0.00
H -2.395 4.535 -3.373 0.00
H -3.518 2.154 -3.556 0.00
H -2.542 2.451 -2.089 0.00
C -4.920 1.592 2.215 0.00
C -3.495 2.124 2.024 0.00
C -3.452 3.086 0.831 0.00
C -3.048 2.857 3.296 0.00
C -2.573 1.002 1.766 0.00
C -1.770 0.144 1.534 0.00
H -5.603 2.423 2.408 0.00
H -4.965 0.904 3.062 0.00
H -5.261 1.061 1.325 0.00
H -4.069 3.966 1.036 0.00
H -3.839 2.592 -0.061 0.00
H -2.430 3.413 0.636 0.00
H -3.734 3.683 3.501 0.00
H -2.041 3.262 3.186 0.00
H -3.058 2.179 4.152 0.00
```

---

C32H28ClF3N5NaO2S3 as an isolated structure in a non-equilibrium geometry, computed with ωB97M-V with the def2-TZVPD basis set.

As for the LUMO energy: 3.62 eV. The value obtained for the HOMO-LUMO gap is 5.2 eV. Its charge is -2.

XYZ file:
```
75
Properties=species:S:1:pos:R:3:mulliken_charge:R:1
Na -0.319 -0.440 -0.121 0.58
Cl -2.772 -3.163 -5.826 -0.31
C -2.400 -2.801 -4.160 0.35
C -2.046 -3.832 -3.289 -0.58
C -1.786 -3.538 -1.982 -0.50
C -1.866 -2.209 -1.442 0.27
O -1.617 -1.991 -0.235 -1.01
C -2.234 -1.177 -2.388 0.79
C -2.313 0.200 -2.032 0.04
N -2.211 0.653 -0.843 -0.36
C -2.316 1.983 -0.552 -0.52
C -3.254 2.815 -1.151 -0.02
C -3.396 4.147 -0.769 -0.88
C -2.582 4.678 0.203 -0.76
C -1.610 3.877 0.827 1.40
C -0.722 4.375 1.814 -0.96
C 0.183 3.535 2.385 -0.55
C 0.208 2.180 1.991 -1.13
N -0.595 1.685 1.072 -0.15
C -1.475 2.508 0.472 0.32
C -2.471 -1.503 -3.725 -1.08
H -1.980 -4.848 -3.654 0.41
H -1.506 -4.326 -1.295 0.46
H -2.432 0.892 -2.886 0.15
H -3.911 2.397 -1.902 0.44
H -4.150 4.765 -1.243 0.36
H -2.677 5.716 0.497 0.37
H -0.781 5.416 2.106 0.36
H 0.888 3.884 3.122 0.43
H 0.806 1.459 2.525 0.96
H -2.726 -0.717 -4.424 0.43
S 2.665 -0.343 2.124 -0.41
C 3.385 1.196 2.157 0.83
S 2.779 2.453 1.147 -0.52
C 4.467 1.479 3.001 -0.01
C 5.052 0.527 3.832 -0.04
N 5.571 -0.211 4.555 -0.71
C 5.004 2.756 3.137 0.11
N 5.488 3.791 3.318 -0.73
C 4.682 -0.315 -0.909 -0.78
C 4.393 0.915 -1.757 -0.32
C 3.098 0.768 -2.536 -0.99
S 1.664 0.979 -1.375 1.20
O 0.540 0.297 -2.047 -0.71
C 1.366 2.779 -1.689 -1.00
C 0.307 3.065 -2.734 0.69
C 0.750 2.796 -4.168 -1.61
H 5.603 -0.183 -0.346 0.41
H 4.773 -1.208 -1.528 0.31
H 3.875 -0.476 -0.199 -0.17
H 5.222 1.094 -2.451 0.43
H 4.308 1.781 -1.097 0.15
H 2.989 -0.238 -2.939 0.40
H 3.021 1.492 -3.341 0.40
H 2.325 3.236 -1.913 0.78
H 1.034 3.149 -0.722 -0.02
H 0.006 4.112 -2.631 0.55
H -0.564 2.448 -2.514 -0.53
H 1.689 3.303 -4.390 0.37
H -0.004 3.156 -4.867 0.46
H 0.874 1.728 -4.324 0.21
F 4.447 -5.960 -2.261 -0.27
C 3.202 -6.064 -1.730 0.71
F 2.490 -6.741 -2.657 -0.28
F 3.329 -6.904 -0.688 -0.29
C 2.587 -4.751 -1.373 0.53
C 2.539 -4.308 -0.052 -1.09
C 1.957 -3.075 0.200 -0.63
N 1.448 -2.304 -0.749 0.75
C 1.479 -2.741 -1.998 -0.42
C 2.040 -3.947 -2.375 -1.29
H 2.944 -4.901 0.756 0.47
H 1.916 -2.679 1.202 0.55
H 1.041 -2.077 -2.726 0.70
H 2.043 -4.265 -3.406 0.47
```

---

C32H28F3FeN3O2SbTe as an isolated structure in a non-equilibrium geometry, computed with ωB97M-V with the def2-TZVPD basis set.

As for the LUMO energy (spin up / spin down): -3.84 / -3.96 eV. The value obtained for the HOMO-LUMO gap (spin up / spin down) is 6.1 / 6.0 eV. Its charge is +1. As for the spin multiplicity: 5. Its expectation value of S² is 6.0162.

XYZ file:
```
71
Properties=species:S:1:pos:R:3:mulliken_spin:R:1
Fe -6.284 -17.483 2.333 3.62
C -9.994 -18.547 2.447 0.00
C -9.459 -17.448 1.578 0.02
C -10.278 -16.604 0.846 0.01
C -9.701 -15.701 -0.032 0.00
C -8.329 -15.614 -0.109 -0.01
C -7.548 -16.421 0.731 0.02
N -8.093 -17.285 1.593 0.05
Sb -5.471 -16.707 0.020 0.07
C -5.270 -18.742 0.922 0.05
C -4.486 -19.513 0.081 -0.03
C -4.115 -20.748 0.523 0.01
C -4.570 -21.279 1.741 0.00
C -5.421 -20.482 2.528 0.02
C -6.008 -20.799 3.869 0.00
N -5.710 -19.233 2.090 0.06
C -4.783 -15.783 1.837 0.00
C -4.342 -14.462 1.737 0.01
C -3.799 -13.871 2.864 0.00
C -3.661 -14.614 4.015 0.00
C -4.053 -15.948 4.049 0.03
C -3.793 -16.804 5.250 -0.01
N -4.712 -16.488 2.976 0.05
H -10.853 -19.035 1.948 0.00
H -10.366 -18.171 3.427 0.00
H -9.221 -19.293 2.642 0.00
H -11.349 -16.691 0.928 0.00
H -10.320 -15.096 -0.688 0.00
H -7.823 -15.005 -0.834 0.00
H -4.194 -19.142 -0.890 0.00
H -3.440 -21.347 -0.094 0.00
H -4.323 -22.308 2.006 0.00
H -5.686 -21.773 4.222 0.00
H -7.110 -20.766 3.815 0.00
H -5.684 -20.028 4.592 0.00
H -4.456 -13.957 0.790 0.00
H -3.534 -12.816 2.843 0.00
H -3.259 -14.188 4.936 0.00
H -2.827 -16.537 5.719 0.00
H -3.730 -17.848 4.908 0.00
H -4.642 -16.694 5.958 0.00
Te -7.872 -17.297 5.607 0.04
C -8.280 -18.473 7.367 0.00
C -9.557 -19.066 7.520 0.00
C -9.886 -19.593 8.743 0.00
C -8.965 -19.647 9.789 0.00
C -7.711 -19.138 9.593 0.00
C -7.350 -18.556 8.375 0.00
C -8.551 -15.418 6.402 0.00
C -9.890 -15.080 6.277 0.00
C -10.297 -13.771 6.475 0.00
C -9.384 -12.810 6.915 0.00
C -8.060 -13.177 7.142 0.00
C -7.635 -14.472 6.889 0.00
H -10.226 -19.096 6.673 0.00
H -10.890 -19.966 8.917 0.00
H -9.248 -20.118 10.748 0.00
H -6.952 -19.166 10.388 0.00
H -6.317 -18.203 8.199 0.00
H -10.590 -15.837 5.926 0.00
H -11.328 -13.535 6.342 0.00
H -9.719 -11.777 7.034 0.00
H -7.319 -12.470 7.546 0.00
H -6.578 -14.724 7.050 0.00
F -7.000 -12.899 1.842 0.00
C -7.589 -12.995 3.075 0.00
F -6.627 -12.538 3.974 0.00
F -8.578 -12.074 3.094 0.00
C -8.074 -14.467 3.398 0.00
O -9.258 -14.706 3.144 0.00
O -7.163 -15.222 3.863 -0.02
```

---

C32H28FI2IrN5O6S as an isolated structure in a non-equilibrium geometry, computed with ωB97M-V with the def2-TZVPD basis set.

As for the LUMO energy (spin up / spin down): -2.33 / -2.27 eV. The value obtained for the HOMO-LUMO gap (spin up / spin down) is 4.7 / 4.7 eV. As for the spin multiplicity: 2. Its expectation value of S² is 0.7704.

XYZ file:
```
76
Properties=species:S:1:pos:R:3:mulliken_spin:R:1
Ir 0.284 0.889 0.854 0.57
I -5.726 -3.971 2.703 0.00
C -4.201 -2.515 2.707 0.01
C -3.334 -2.418 3.784 -0.01
C -2.332 -1.483 3.714 0.02
I -0.944 -1.248 5.272 0.00
C -2.113 -0.627 2.590 0.01
O -1.094 0.126 2.593 0.11
C -3.073 -0.720 1.544 -0.01
C -3.094 0.185 0.331 0.00
N -2.074 1.218 0.229 0.14
C -2.282 2.045 -0.953 -0.03
C -1.079 2.874 -1.337 0.03
C -1.085 3.597 -2.525 0.01
C -0.021 4.439 -2.799 0.00
C 1.002 4.557 -1.867 0.00
C 0.951 3.759 -0.739 0.00
N -0.048 2.916 -0.500 0.03
C -4.083 -1.660 1.625 -0.01
H -3.446 -3.055 4.649 0.00
H -4.095 0.651 0.316 0.01
H -3.023 -0.448 -0.566 0.00
H -2.095 1.810 1.059 -0.01
H -3.126 2.742 -0.813 0.01
H -2.548 1.389 -1.792 0.00
H -1.914 3.507 -3.213 0.00
H -0.007 5.011 -3.714 0.00
H 1.820 5.243 -2.019 0.00
H 1.730 3.798 0.008 0.00
H -4.791 -1.730 0.812 0.00
O -0.620 2.732 2.204 0.01
N 0.301 2.701 3.042 0.01
O 0.269 3.388 4.026 0.00
O 1.262 1.946 2.802 0.00
S 0.896 -1.372 2.520 0.09
C 2.211 -2.088 3.410 0.00
C 2.746 -3.279 2.913 0.01
C 3.662 -3.987 3.663 -0.01
C 4.041 -3.523 4.914 0.01
C 3.550 -2.314 5.383 -0.01
C 2.645 -1.588 4.635 0.01
H 2.424 -3.637 1.946 0.00
H 4.070 -4.906 3.269 0.00
H 4.717 -4.098 5.527 0.00
H 3.868 -1.939 6.343 0.00
H 2.254 -0.651 4.999 0.00
O -3.039 1.511 -5.484 0.00
C -2.514 0.229 -5.701 0.00
N -1.915 -0.184 -4.455 0.00
C -1.151 -1.299 -4.349 0.00
O -0.894 -2.000 -5.305 0.00
C -0.697 -1.626 -2.965 0.00
C -0.478 -2.966 -2.636 0.00
C -0.152 -3.272 -1.330 0.00
C -0.086 -2.252 -0.399 -0.01
N -0.232 -0.967 -0.714 0.03
C -0.503 -0.668 -1.980 0.01
H -3.484 1.816 -6.282 0.00
H -1.742 0.225 -6.487 0.00
H -3.308 -0.486 -5.987 0.00
H -2.155 0.391 -3.664 0.00
H -0.584 -3.725 -3.394 0.00
H 0.013 -4.288 -1.016 0.00
H 0.089 -2.479 0.641 0.01
H -0.557 0.385 -2.213 -0.01
F 5.893 1.728 -1.967 0.00
C 4.706 1.441 -1.377 0.00
C 4.663 1.177 -0.023 0.00
C 3.437 0.908 0.569 -0.03
C 2.251 0.895 -0.166 0.03
C 2.347 1.143 -1.537 -0.03
C 3.559 1.428 -2.147 0.00
H 5.575 1.180 0.555 0.00
H 3.414 0.724 1.634 0.00
H 1.471 1.133 -2.172 0.00
H 3.620 1.633 -3.204 0.00
```